DFT (ωB97M-V/def2-TZVPD) results for a single C5H11NO molecule at a distorted geometry.

Last columns: bonded neighbours and bond lengths (Å).
Cartesian coordinates (Å):
1 H -1.23 1.99 -0.57  C2 1.169
2 C -0.57 1.03 -0.44  H1 1.169, C3 1.463, C13 1.555, H15 1.179
3 C -1.26 0.07 0.42  C2 1.463, H9 1.226, O11 1.481, C17 1.624
4 H 0.23 -1.68 0.96  C17 1.126
5 H 0.17 -0.38 2.01  C17 1.065
6 H 2.67 -0.82 -0.92  C14 1.005
7 H 1.71 1.79 -0.67  C13 1.091
8 H 1.83 -2.00 -0.11  C14 1.118
9 H -1.75 0.71 1.34  C3 1.226
10 H -2.94 -0.27 -0.70  O11 1.058
11 O -2.08 -0.82 -0.43  C3 1.481, H10 1.058
12 H 0.96 -0.92 -1.53  C14 1.183
13 C 0.89 1.41 -0.05  C2 1.555, H7 1.091, N16 1.562, H18 1.198
14 C 1.73 -1.02 -0.63  H6 1.005, H8 1.118, H12 1.183, N16 1.472
15 H -0.43 0.71 -1.57  C2 1.179
16 N 1.30 -0.04 0.38  C13 1.562, C14 1.472, C17 1.403
17 C 0.14 -0.56 0.96  C3 1.624, H4 1.126, H5 1.065, N16 1.403
18 H 0.80 2.08 0.93  C13 1.198

Values from the calculation:
- HOMO level (eV) = -8.3266
- Kohn-Sham gap (Eh) = 0.3378
- SMILES = CN1CC[C@@H](O)C1

Listed below, in e, are the Mulliken charges computed for each atom: H 0.4496; C -0.8523; C 0.4633; H 0.3988; H 0.3189; H 0.3519; H 0.3494; H 0.3469; H 0.2393; H 0.3443; O -0.5616; H 0.2439; C -0.4763; C -0.8070; H 0.2297; N -0.1434; C -1.1038; H 0.2086